Below is an isolated ion of composition CH3O4S and charge -1 in a non-equilibrium geometry, with properties calculated with wB97M-V/def2-TZVPD.

```
! wB97M-V def2-TZVPD RIJCOSX def2/J DEFGRID3
* xyz -1 1
C -0.96606 0.15459 -0.01484
H -0.81219 -0.66564 -0.85870
O 2.14014 0.03055 0.78105
O 0.59479 2.20313 0.57256
H 2.03221 -0.88849 -0.89377
O 0.98377 0.84301 -1.44632
O 2.43816 -1.15974 0.05102
H -1.41531 -0.23501 0.90683
S 0.53371 0.90744 -0.09398
*
```

SMILES ... C=[S@](=O)([O-])OO
Energy relative to the best compared isomer or geometry (same formula, charge and spin) ... 124.2 kcal/mol
Molecular weight ... 111.10 g/mol
E_LUMO ... 4.2 eV
HOMO level ... -4.1 eV
HOMO-LUMO gap ... 8.21 eV